1.
{"formula": "C6H40O17", "method": "ωB97M-V with the def2-TZVPD basis set", "symbols": ["O", "O", "O", "O", "O", "O", "O", "O", "O", "O", "O", "O", "O", "O", "O", "O", "O", "C", "C", "C", "C", "C", "C", "H", "H", "H", "H", "H", "H", "H", "H", "H", "H", "H", "H", "H", "H", "H", "H", "H", "H", "H", "H", "H", "H", "H", "H", "H", "H", "H", "H", "H", "H", "H", "H", "H", "H", "H", "H", "H", "H", "H", "H"], "coordinates": [[-4.348, -0.768, 2.080], [-0.943, 1.755, 2.330], [-0.505, 0.233, 0.014], [-0.938, 2.424, -1.891], [2.480, 0.652, 0.603], [1.632, 7.871, -0.633], [-0.340, -1.016, 3.422], [2.209, 3.125, 1.659], [0.978, 4.293, -0.879], [-0.232, 0.021, -3.631], [-1.297, -2.187, -1.535], [-0.613, -4.956, -2.738], [1.508, -1.614, -1.818], [-0.048, -5.537, 0.466], [-1.149, -3.659, 2.759], [-3.719, 1.804, 2.449], [2.251, -3.291, 0.435], [-1.392, -0.799, 0.408], [0.922, 5.636, -1.377], [-1.228, -2.141, -0.116], [2.666, -2.509, -1.903], [2.313, -3.630, -0.955], [1.409, 6.541, -0.244], [2.601, 1.537, 1.036], [1.737, -0.710, -2.019], [-0.762, 1.369, 1.436], [2.682, -2.941, -2.910], [-0.822, 1.659, -1.305], [1.629, 5.762, -2.247], [0.413, -0.041, -0.016], [2.495, 7.963, -1.074], [-0.457, -1.840, -1.857], [0.435, 3.743, -1.466], [-0.079, 5.905, -1.748], [-2.414, -0.498, 0.119], [-1.077, -0.425, -3.683], [-0.301, -2.596, 0.277], [3.602, -2.049, -1.646], [-0.735, -4.305, 2.168], [3.177, 0.169, 1.110], [-0.438, 0.866, -3.225], [-0.702, -1.928, 3.294], [-1.012, -4.079, -2.544], [-0.756, 0.981, 2.907], [0.703, 6.518, 0.576], [1.674, -2.501, 0.534], [2.980, -4.490, -1.044], [0.611, -1.156, 3.439], [-5.301, -0.828, 2.122], [-1.811, 2.763, -1.663], [-4.124, 0.157, 1.896], [-1.351, -5.499, -3.025], [-0.382, -5.582, -0.454], [1.346, -4.019, -1.308], [-2.132, -2.714, 0.151], [-3.801, 2.696, 2.094], [0.867, -5.166, 0.446], [-1.327, -0.898, 1.465], [1.418, 3.067, 2.224], [-2.783, 1.681, 2.580], [1.821, 3.326, 0.781], [-1.516, -4.139, 3.482], [2.277, 5.995, 0.191]], "e_lumo_ev": 0.197, "fmax_ha_per_bohr": 0.0387}

2.
{"formula": "C5H11NO", "method": "ωB97M-V with the def2-TZVPD basis set", "symbols": ["O", "N", "C", "C", "C", "C", "C", "H", "H", "H", "H", "H", "H", "H", "H", "H", "H", "H"], "coordinates": [[1.301, 1.989, -1.805], [0.942, 0.031, -0.586], [-0.229, -0.163, -1.180], [-1.251, 0.842, 1.691], [1.580, -0.719, 0.338], [1.666, 1.235, -0.957], [-1.025, -1.381, -0.902], [-0.333, 0.257, 1.583], [2.470, -0.316, 0.797], [-0.510, 0.577, -1.914], [-0.652, -2.259, -1.454], [-2.072, 0.341, 1.172], [-1.003, -1.646, 0.165], [-1.491, 0.937, 2.753], [2.592, 1.350, -0.376], [-1.105, 1.834, 1.255], [1.189, -1.685, 0.609], [-2.069, -1.226, -1.188]], "e_lumo_ev": [0.243, 0.239], "fmax_ha_per_bohr": 0.0102}